No. 1
Entry from OMol25: a structure of composition C29H85MgO14 at a distorted geometry (wB97M-V/def2-TZVPD).

The charge is +1. The value obtained for the highest occupied orbital energy is -11.241 eV. For the LUMO energy, the calculation gives -6.52 eV. Its orbital gap is 4.72 eV. The total energy is -65550.5470 eV.

```
129
C29H85MgO14 wB97M-V/def2-TZVPD
Mg -0.40201 -4.57745 0.24221
C 1.08673 -0.72771 -0.18869
C -0.18004 -1.36464 0.53149
C -1.29081 -0.33560 0.47017
O -0.54966 -2.62136 -0.01107
H 0.91054 -0.62715 -1.25965
H 1.95839 -1.37385 -0.08467
H 1.36315 0.27886 0.12516
H -0.08380 -1.51763 1.60640
H -2.12794 -0.63551 1.10053
H -1.74202 -0.22259 -0.51560
H -0.94552 0.66165 0.74291
C -1.48362 3.05780 -0.42250
C -1.33801 4.01425 -1.56481
O -0.42850 3.58919 -2.52055
H -2.32214 3.32686 0.21983
H -0.63264 2.97751 0.25388
H -1.58801 2.03345 -0.78013
H -1.08132 5.05808 -1.38416
H -2.30541 4.07073 -2.06385
H 0.47292 3.81781 -2.28228
C 3.60083 3.14207 -2.48304
C 2.65037 3.51949 -1.34473
O 2.00590 4.74775 -1.65901
H 4.33305 3.92051 -2.69750
H 3.10845 2.88342 -3.42046
H 4.19807 2.28405 -2.17446
H 3.18456 3.66313 -0.40553
H 1.88149 2.75636 -1.22405
H 1.54166 4.91721 -0.83598
C 3.21270 -2.56969 -3.85453
C 2.13358 -3.31721 -3.06098
O 2.68844 -4.51798 -2.58117
H 4.13358 -2.38593 -3.30108
H 2.88877 -1.57032 -4.14509
H 3.40634 -3.09460 -4.78999
H 1.26190 -3.57989 -3.66037
H 1.73695 -2.75250 -2.21724
H 2.02487 -5.02078 -2.10318
C -2.52325 2.29984 3.49293
C -2.57148 3.69200 4.12374
O -1.33441 4.31239 4.36851
H -2.06383 2.35862 2.50623
H -3.50029 1.89164 3.23434
H -1.87205 1.65629 4.08445
H -3.13779 3.68204 5.05503
H -3.10031 4.40459 3.49077
H -0.83266 3.80257 5.00877
C 0.58255 -1.21257 5.00620
C 1.26231 0.08397 4.39839
O 1.84827 0.73555 5.54434
H 1.29417 -1.94462 5.38801
H -0.02917 -1.67472 4.23140
H -0.07977 -0.96005 5.83426
H 0.55582 0.69731 3.83911
H 2.00635 -0.18477 3.64854
H 2.72943 1.03137 5.30424
C -2.92624 -2.47046 -4.13080
C -1.43778 -2.59286 -3.75017
O -1.00494 -1.49819 -2.91761
H -3.23604 -1.53910 -4.60482
H -3.52289 -2.53571 -3.22093
H -3.23159 -3.23316 -4.84714
H -0.79852 -2.67174 -4.62950
H -1.28922 -3.52263 -3.20104
H -1.09856 -1.75993 -1.99873
C -3.94432 -4.85345 -1.18867
C -3.49869 -4.38783 0.17797
O -2.30411 -5.10449 0.43900
H -4.91268 -4.46004 -1.49789
H -4.05489 -5.93273 -1.29371
H -3.28048 -4.58122 -2.00922
H -4.30703 -4.63449 0.86633
H -3.29078 -3.32204 0.27266
H -2.54676 -5.91961 0.88432
C 1.53234 3.55433 2.45825
C 1.89542 4.96975 1.96539
O 1.08006 5.39590 0.86704
H 0.60188 3.55834 3.02597
H 2.24609 3.13851 3.16942
H 1.42034 2.85353 1.63094
H 2.91106 5.02496 1.57357
H 1.77933 5.77494 2.69084
H 0.16406 5.39622 1.15433
C 4.90583 0.50513 0.81025
C 5.63467 1.86338 0.92970
O 5.11306 2.53606 2.05316
H 4.87469 -0.03348 1.75736
H 5.48197 -0.12575 0.13338
H 3.93457 0.52091 0.31577
H 5.50576 2.45161 0.02115
H 6.71822 1.76269 0.99199
H 5.50216 3.41365 2.04737
C -3.16960 -1.31880 3.99865
C -4.47494 -1.29118 3.23218
O -5.62966 -0.99969 4.01633
H -3.00166 -0.43563 4.61501
H -2.28903 -1.34063 3.35661
H -3.05929 -2.19582 4.63643
H -4.64104 -2.27089 2.78420
H -4.45266 -0.60561 2.38507
H -6.20937 -0.46823 3.46580
C 1.71840 1.59078 -5.57026
C 1.12377 0.85315 -4.35562
O 0.42720 -0.26735 -4.81592
H 2.36858 0.87645 -6.07534
H 2.24233 2.53350 -5.41256
H 0.90666 1.80099 -6.26666
H 0.44492 1.48490 -3.78277
H 1.90831 0.54624 -3.66395
H 0.04982 -0.60098 -3.99869
C 4.61906 -3.58451 0.62160
C 3.16812 -3.67431 1.18732
O 3.08175 -4.84165 1.97920
H 5.41534 -3.43537 1.35084
H 4.55686 -2.68962 0.00240
H 4.84810 -4.44351 -0.00908
H 2.38063 -3.84303 0.45282
H 2.89798 -2.81325 1.79862
H 2.16736 -4.96478 2.24441
C -4.44845 -0.66968 -1.57289
C -4.94214 0.79569 -1.59513
O -6.30620 0.83736 -1.23941
H -5.01128 -1.29338 -2.26739
H -4.50993 -1.12826 -0.58597
H -3.41254 -0.61397 -1.90739
H -4.80911 1.34426 -2.52759
H -4.42802 1.30529 -0.78021
H -6.66190 1.70081 -1.46194
```

=====

No. 2
Entry from OMol25: a structure of composition C33H40Br2N2ORuSe2Si (wB97M-V/def2-TZVPD).

The charge is +1. The value obtained for the highest occupied orbital energy (alpha / beta) is -10.193 / -10.197 eV. Its spin multiplicity is 2. As for the expectation value of S²: 0.757. For the LUMO energy (alpha / beta), the calculation gives -2.61 / -3.68 eV. The relative energy (zero: lowest compared OMol25 entry of this formula, charge and spin) is 0.0000 eV. Its orbital gap (alpha / beta) is 7.58 / 6.52 eV. The total energy is -321131.5215 eV.

```
82
C33H40Br2N2ORuSe2Si wB97M-V/def2-TZVPD
Ru -0.79701 -0.34325 -0.95473
C -1.95270 -3.69126 0.04401
Se -2.54844 -1.84379 -0.05995
C -3.68384 -2.14972 -1.62711
C -2.87821 -2.55539 -2.84546
Se -1.41262 -1.28863 -3.18621
C -0.00978 -2.54881 -3.63219
H -2.85720 -4.29684 0.04161
H -1.42842 -3.84090 0.98303
H -1.30371 -3.95235 -0.78493
H -4.20651 -1.21208 -1.80179
H -4.42729 -2.90349 -1.37020
H -3.50824 -2.55664 -3.73384
H -2.44138 -3.54623 -2.74122
H -0.27027 -3.05887 -4.55522
H 0.14630 -3.24661 -2.81471
H 0.88166 -1.93983 -3.76892
C 0.55946 -1.78050 -0.29311
Si 1.26482 -1.30022 1.36959
C -0.15674 -0.22552 2.04287
N -0.64383 0.70477 0.97269
C 0.36858 1.82855 0.79402
C -0.16848 3.20930 1.13208
C -0.73973 3.19625 2.54458
C -1.88002 2.16676 2.64135
C -1.95187 1.28229 1.39935
C 1.48336 -2.76311 2.51109
C 0.36609 -3.42038 3.03781
C 0.49963 -4.53332 3.85351
C 1.76655 -5.01244 4.16012
C 2.88786 -4.37342 3.65354
C 2.74620 -3.25759 2.83903
C 2.83258 -0.28764 1.31837
C 3.44127 0.08334 0.11982
C 4.55967 0.90809 0.11450
C 5.08774 1.37055 1.31040
C 4.50108 1.00357 2.51569
C 3.38500 0.18175 2.51590
H 0.21515 -2.80517 -0.13315
H 1.33966 -1.86076 -1.05727
H 0.09323 0.34417 2.94237
H -0.99222 -0.88187 2.31082
H 0.75964 1.79570 -0.21877
H 1.20833 1.61692 1.45267
H -0.91227 3.54204 0.40141
H 0.66804 3.90605 1.05424
H -1.08392 4.18587 2.84227
H 0.06595 2.92977 3.23376
H -2.84680 2.66991 2.71291
H -1.79243 1.55926 3.54221
H -2.33291 1.86339 0.56773
H -2.64171 0.45747 1.57502
H -0.63356 -3.04865 2.82890
H -0.37790 -5.02198 4.25738
H 1.87768 -5.87899 4.79867
H 3.87611 -4.74299 3.89443
H 3.63264 -2.76770 2.45280
H 3.02792 -0.25357 -0.82297
H 5.01412 1.18926 -0.82691
H 5.95798 2.01416 1.30682
H 4.91713 1.35521 3.45108
H 2.94016 -0.10021 3.46606
C -3.90409 1.60674 -1.37060
C -2.67116 2.28599 -1.88725
C -2.79211 3.60357 -2.38096
C -1.72572 4.21641 -2.96167
C -0.50698 3.51418 -3.09223
C 0.63752 4.02265 -3.75248
Br 0.63041 5.77080 -4.47043
C 1.75404 3.25177 -3.89470
C 1.79598 1.95831 -3.35277
Br 3.32783 0.90126 -3.63969
C 0.73960 1.42935 -2.63734
O 0.80751 0.25121 -2.05257
C -0.45065 2.21595 -2.54407
N -1.52739 1.62926 -1.92093
H -4.46943 2.25953 -0.70493
H -3.64502 0.69744 -0.83614
H -4.55869 1.35429 -2.20853
H -3.74731 4.10445 -2.30083
H -1.80364 5.22391 -3.34607
H 2.61773 3.62922 -4.42368
```

=====

No. 3
Entry from OMol25: a cluster of 4 separate species, H8O4 in total at a distorted geometry (wB97M-V/def2-TZVPD).

The charge is 0. The value obtained for the highest occupied orbital energy is -10.430 eV. For the LUMO energy, the calculation gives 0.43 eV. The relative energy (zero: lowest compared OMol25 entry of this formula, charge and spin) is 1.3098 eV. The SMILES is O.O.O.O. Its orbital gap is 10.86 eV. The total energy is -8319.3662 eV.

```
12
H8O4 wB97M-V/def2-TZVPD
O 4.71586 -0.67637 -2.73087
H 4.07961 -0.45528 -1.95425
H 4.43414 -1.57101 -2.93916
H -10.60811 -3.24076 -0.71628
O -10.98439 -2.41017 -0.45915
H -10.25330 -1.81674 -0.66457
O 2.99837 -0.81111 -0.71711
H 2.34860 -0.09097 -0.51165
H 3.47045 -0.95935 0.17767
O 3.46622 3.68837 3.36082
H 3.39363 4.02391 4.25384
H 2.93894 4.31948 2.90070
```

=====

No. 4
Entry from OMol25: a cluster of 2 separate species, C8H10Cl2Si in total at a distorted geometry (wB97M-V/def2-TZVPD).

The charge is 0. The value obtained for the highest occupied orbital energy is -9.601 eV. For the LUMO energy, the calculation gives -0.17 eV. The relative energy (zero: lowest compared OMol25 entry of this formula, charge and spin) is 6.2110 eV. The SMILES is C[SiH](C)Cl.Clc1c#cccc1. Its orbital gap is 9.43 eV. The total energy is -41377.8835 eV.

```
21
C8H10Cl2Si wB97M-V/def2-TZVPD
C 3.31996 1.41444 -1.04668
C 2.83378 0.85401 -2.25322
C 3.81874 0.75432 0.01137
C 3.45357 -1.08262 -1.16653
C 2.87608 -0.48816 -2.12121
C 4.01505 -0.65282 -0.01742
C -2.89179 -1.89604 0.60493
C -1.10646 0.54745 0.22584
Si -1.17725 -1.25761 0.57740
Cl -0.03208 -2.38634 -0.70057
Cl 5.04915 -1.46978 1.14117
H 3.17772 2.42645 -1.24076
H 2.33260 1.39893 -3.02905
H 4.20568 1.26519 0.87590
H -2.93801 -2.96610 0.92007
H -3.37026 -1.21224 1.41294
H -3.60420 -1.86941 -0.19114
H -2.08683 0.96197 -0.19613
H -0.93802 1.08262 1.20245
H -0.28603 0.67036 -0.50248
H -0.75249 -1.44837 1.89922
```